Density functional theory data (ωB97M-V/def2-TZVPD) for a 4-piece molecular cluster, C36H38Cl2N4O8 overall in a non-equilibrium geometry.

Structure (XYZ):
```
88
C36H38Cl2N4O8 | the OMol25 dataset | ωB97M-V/def2-TZVPD
C -0.291 -3.551 -2.032
C 0.398 -2.239 -1.956
Cl -0.598 -0.908 -1.403
C 1.664 -1.961 -2.254
Cl 2.683 -3.246 -2.802
C 2.280 -0.553 -2.103
N 3.618 -0.615 -2.721
C 4.676 -0.629 -1.834
O 5.823 -0.653 -2.177
C 4.137 -0.603 -0.404
C 4.992 0.294 0.476
C 4.650 0.296 1.982
C 4.004 -0.979 2.524
C 3.377 -0.698 3.911
O 2.066 -1.288 3.991
C 2.635 -0.312 -0.588
C 1.972 0.850 0.150
C 2.208 2.254 -0.371
C 1.677 3.316 0.372
C 1.805 4.640 -0.036
C 2.477 4.923 -1.224
C 3.037 3.894 -1.970
C 2.893 2.572 -1.538
H -0.617 -3.862 -1.038
H -1.160 -3.492 -2.678
H 0.341 -4.324 -2.424
H 1.701 0.247 -2.545
H 3.742 0.017 -3.498
H 4.178 -1.647 -0.086
H 6.017 -0.049 0.344
H 4.943 1.309 0.083
H 4.021 1.165 2.179
H 5.576 0.493 2.522
H 4.795 -1.712 2.672
H 3.185 -1.344 1.914
H 3.237 0.375 4.031
H 3.960 -1.126 4.720
H 1.411 -0.604 3.848
H 2.140 -1.168 -0.122
H 0.899 0.674 0.078
H 2.197 0.838 1.212
H 1.140 3.117 1.293
H 1.378 5.450 0.539
H 2.575 5.938 -1.584
H 3.559 4.101 -2.892
H 3.342 1.799 -2.146
O -6.685 -0.059 0.461
N -7.031 0.172 -0.680
O -8.179 0.364 -1.028
C -5.985 0.220 -1.715
C -4.673 -0.029 -1.357
C -3.693 -0.004 -2.337
C -4.037 0.273 -3.654
C -5.359 0.529 -3.994
C -6.344 0.503 -3.020
H -4.412 -0.244 -0.331
H -2.660 -0.204 -2.073
H -3.271 0.287 -4.418
H -5.624 0.747 -5.019
H -7.374 0.699 -3.279
O -0.236 -6.381 -2.107
N -1.444 -6.450 -2.209
O -2.145 -5.622 -2.758
C -2.110 -7.621 -1.619
C -1.346 -8.563 -0.955
C -1.980 -9.654 -0.383
C -3.359 -9.790 -0.483
C -4.108 -8.837 -1.161
C -3.483 -7.742 -1.734
H -0.275 -8.454 -0.880
H -1.398 -10.397 0.144
H -3.851 -10.640 -0.030
H -5.181 -8.946 -1.240
H -4.061 -6.997 -2.260
O 1.330 6.732 2.096
N 0.730 7.690 2.551
O 1.000 8.847 2.312
C -0.400 7.421 3.452
C -0.710 6.111 3.768
C -1.763 5.863 4.634
C -2.491 6.919 5.166
C -2.170 8.228 4.830
C -1.117 8.485 3.967
H -0.142 5.293 3.352
H -2.016 4.844 4.895
H -3.309 6.722 5.845
H -2.739 9.049 5.243
H -0.862 9.501 3.705
```

Its total charge is 0. The value obtained for the total energy is -85325.038 eV. As for the spin multiplicity: 1. As for the highest occupied orbital energy: -8.90 eV. Its structure (SMILES) is C/C(Cl)=C(\Cl)[C@@H]1NC(=O)[C@@H](CCCCO)[C@H]1Cc1ccccc1.O=[N+]([O-])c1ccccc1.O=[N+]([O-])c1ccccc1.O=[N+]([O-])c1ccccc1.

Density functional theory data (ωB97M-V/def2-TZVPD) for a 14-piece molecular cluster, C79H182N10O14 overall in a non-equilibrium geometry.

Structure (XYZ):
```
285
C79H182N10O14 | the OMol25 dataset | ωB97M-V/def2-TZVPD
C 0.062 2.480 4.012
O -0.050 1.276 3.154
H -0.580 3.215 3.526
H -0.303 2.270 5.017
H 1.081 2.867 4.046
H 0.229 1.415 2.246
C -3.150 -4.565 -0.286
O -4.496 -4.950 -0.066
H -2.615 -5.048 0.532
H -2.858 -4.867 -1.291
H -2.919 -3.500 -0.317
H -4.913 -4.100 0.095
C -0.487 -2.541 -4.473
O -0.792 -2.426 -5.874
H 0.482 -2.072 -4.307
H -1.206 -1.931 -3.926
H -0.595 -3.537 -4.043
H -1.130 -3.272 -6.175
C -1.134 -1.785 4.751
O -1.570 -0.448 4.912
H -1.684 -2.365 5.493
H -1.340 -2.128 3.737
H -0.052 -1.875 4.851
H -1.059 0.048 4.267
C -4.052 -3.699 3.481
C -5.226 -4.611 3.268
C -4.948 -6.030 3.792
O -4.959 -5.992 5.240
C -4.846 -7.268 5.863
N -6.259 -3.868 4.032
H -3.959 -3.409 4.528
H -4.070 -2.820 2.837
H -3.125 -4.155 3.133
H -5.450 -4.540 2.204
H -4.099 -6.594 3.405
H -5.803 -6.660 3.545
H -5.776 -7.837 5.821
H -4.670 -7.183 6.935
H -4.057 -7.862 5.402
H -6.533 -4.509 4.763
H -5.945 -3.016 4.473
C -6.734 -2.898 -2.098
C -6.059 -1.822 -1.246
C -6.873 -0.507 -1.083
O -5.988 0.368 -0.348
C -6.519 1.710 -0.251
N -5.702 -2.430 0.065
H -6.185 -3.839 -2.147
H -6.913 -2.458 -3.078
H -7.718 -3.157 -1.707
H -5.107 -1.568 -1.711
H -7.828 -0.678 -0.588
H -7.047 -0.043 -2.054
H -6.663 2.107 -1.256
H -5.928 2.324 0.428
H -7.509 1.655 0.203
H -5.397 -1.570 0.499
H -6.630 -2.630 0.408
C 3.034 8.710 2.503
C 3.510 8.284 1.141
C 2.818 7.084 0.454
O 2.912 5.963 1.313
C 2.171 4.895 0.817
N 3.637 9.463 0.301
H 2.839 7.861 3.158
H 2.050 9.177 2.471
H 3.711 9.311 3.111
H 4.544 8.002 1.343
H 3.330 6.789 -0.462
H 1.798 7.415 0.258
H 2.568 4.533 -0.131
H 1.148 5.137 0.527
H 2.148 4.053 1.509
H 4.371 10.033 0.697
H 2.780 9.991 0.217
C 4.420 -2.488 -1.703
C 4.804 -1.821 -3.110
C 5.665 -0.542 -2.848
C 7.121 -0.924 -2.462
C 7.788 -1.919 -3.451
C 6.866 -3.177 -3.659
N 5.452 -2.779 -3.954
O 4.629 -3.919 -4.104
C 7.381 -3.865 -4.970
C 7.058 -4.168 -2.484
C 3.484 -1.376 -3.813
H 5.255 -2.475 -1.002
H 4.013 -3.491 -1.832
H 3.563 -1.932 -1.322
H 5.735 0.161 -3.677
H 5.353 0.094 -2.020
H 7.127 -1.360 -1.463
H 7.743 -0.030 -2.507
H 8.708 -2.313 -3.019
H 7.893 -1.348 -4.373
H 7.451 -3.128 -5.770
H 8.373 -4.275 -4.779
H 6.753 -4.663 -5.367
H 6.446 -5.053 -2.662
H 8.052 -4.604 -2.388
H 6.902 -3.764 -1.484
H 2.754 -2.184 -3.800
H 3.621 -1.052 -4.845
H 3.038 -0.565 -3.237
H 4.508 -4.004 -5.053
C -2.507 0.721 -1.115
C -1.916 0.888 0.321
C -2.002 -0.581 0.921
C -0.905 -1.577 0.454
C 0.451 -0.940 0.599
C 0.591 0.404 -0.119
N -0.505 1.340 0.338
O -0.355 2.629 -0.083
C 1.942 0.941 0.395
C 0.562 0.182 -1.632
C -2.749 1.854 1.128
H -2.042 1.346 -1.877
H -3.561 0.992 -1.160
H -2.509 -0.326 -1.416
H -2.087 -0.460 2.001
H -2.969 -1.034 0.700
H -1.036 -1.936 -0.567
H -0.878 -2.414 1.151
H 1.230 -1.641 0.300
H 0.482 -0.793 1.679
H 1.947 0.940 1.485
H 2.791 0.350 0.053
H 2.030 2.003 0.166
H 0.401 1.158 -2.088
H 1.501 -0.246 -1.983
H -0.310 -0.392 -1.947
H -2.824 2.847 0.684
H -2.416 2.006 2.155
H -3.802 1.575 1.152
H -0.321 2.581 -1.042
C 7.352 -2.926 4.835
C 6.786 -1.626 4.294
C 7.378 -1.499 2.818
C 6.684 -2.390 1.809
C 5.148 -2.194 1.932
C 4.536 -2.524 3.332
N 5.330 -1.631 4.249
O 4.756 -1.603 5.535
C 3.073 -1.951 3.248
C 4.512 -4.068 3.783
C 7.299 -0.436 5.193
H 8.438 -2.868 4.907
H 7.180 -3.739 4.131
H 7.038 -3.188 5.845
H 7.305 -0.438 2.579
H 8.460 -1.632 2.846
H 6.905 -3.431 2.044
H 6.876 -2.223 0.749
H 4.711 -2.877 1.204
H 4.803 -1.195 1.664
H 2.532 -2.496 2.475
H 2.492 -1.938 4.171
H 3.095 -0.910 2.925
H 3.587 -4.523 3.430
H 5.328 -4.645 3.349
H 4.521 -4.227 4.861
H 6.843 -0.289 6.172
H 7.065 0.503 4.692
H 8.387 -0.370 5.185
H 4.501 -0.681 5.620
C -4.347 5.977 -0.046
C -3.655 6.753 -1.126
C -2.075 6.549 -1.012
C -1.590 5.182 -1.413
C -2.022 4.821 -2.832
C -3.569 4.963 -3.046
N -4.003 6.268 -2.534
O -5.320 6.602 -2.882
C -3.771 4.939 -4.601
C -4.382 3.768 -2.424
C -4.007 8.282 -1.044
H -4.430 6.587 0.853
H -3.959 5.013 0.283
H -5.393 5.917 -0.345
H -1.589 7.273 -1.665
H -1.875 6.705 0.048
H -1.944 4.498 -0.642
H -0.505 5.175 -1.307
H -1.787 3.765 -2.965
H -1.459 5.414 -3.553
H -4.750 5.320 -4.891
H -3.167 5.599 -5.224
H -3.659 3.972 -5.091
H -3.938 3.363 -1.514
H -5.450 3.952 -2.311
H -4.407 2.874 -3.047
H -3.752 8.745 -0.091
H -5.062 8.464 -1.248
H -3.468 8.843 -1.808
H -5.218 7.274 -3.560
C 1.517 -4.723 -0.707
C 1.661 -6.190 -1.179
C 2.894 -6.286 -2.172
C 4.244 -6.411 -1.469
C 4.249 -7.569 -0.408
C 3.017 -7.497 0.622
N 1.765 -7.218 -0.078
O 0.597 -7.497 0.619
C 2.934 -8.852 1.296
C 3.247 -6.412 1.714
C 0.401 -6.531 -2.064
H 0.996 -4.509 0.227
H 1.004 -4.136 -1.468
H 2.499 -4.253 -0.656
H 2.843 -7.189 -2.781
H 2.905 -5.516 -2.944
H 4.378 -5.475 -0.927
H 5.046 -6.435 -2.207
H 5.202 -7.423 0.100
H 4.211 -8.520 -0.940
H 3.888 -9.307 1.563
H 2.432 -8.778 2.261
H 2.422 -9.612 0.706
H 4.085 -6.650 2.368
H 3.575 -5.536 1.154
H 2.349 -6.138 2.269
H -0.389 -6.294 -1.351
H 0.403 -7.584 -2.345
H 0.253 -5.927 -2.959
H 0.203 -8.224 0.130
C 0.756 3.667 -4.834
C 2.018 2.815 -5.271
C 2.349 3.267 -6.681
C 3.293 4.450 -6.798
C 4.561 4.331 -5.992
C 4.200 4.058 -4.522
N 3.197 2.966 -4.395
O 2.885 2.615 -3.118
C 5.475 3.528 -3.791
C 3.685 5.407 -3.879
C 1.655 1.324 -5.365
H 0.955 4.738 -4.839
H 0.491 3.351 -3.825
H -0.041 3.401 -5.529
H 2.858 2.454 -7.199
H 1.460 3.440 -7.287
H 2.752 5.390 -6.695
H 3.573 4.515 -7.849
H 4.940 5.348 -6.100
H 5.375 3.725 -6.388
H 5.851 2.596 -4.212
H 6.289 4.252 -3.768
H 5.161 3.405 -2.754
H 2.786 5.760 -4.386
H 3.440 5.390 -2.817
H 4.409 6.220 -3.923
H 0.936 1.164 -6.168
H 1.186 0.929 -4.464
H 2.465 0.619 -5.550
H 3.299 1.753 -3.033
C -6.855 0.618 5.442
C -6.889 0.887 3.904
C -8.322 0.788 3.398
C -9.184 2.007 3.516
C -8.455 3.245 2.987
C -7.095 3.446 3.601
N -6.285 2.190 3.556
O -4.951 2.384 3.851
C -6.332 4.528 2.903
C -7.301 3.944 5.097
C -6.064 -0.293 3.250
H -7.181 -0.419 5.522
H -7.564 1.229 6.001
H -5.889 0.714 5.938
H -8.462 0.370 2.402
H -8.834 0.093 4.064
H -9.425 2.088 4.576
H -10.155 1.943 3.025
H -9.095 4.074 3.288
H -8.380 3.304 1.901
H -6.051 4.188 1.906
H -6.869 5.471 2.791
H -5.447 4.740 3.501
H -7.853 4.882 5.140
H -7.946 3.290 5.683
H -6.367 3.939 5.660
H -5.015 -0.370 3.539
H -5.870 -0.094 2.196
H -6.661 -1.204 3.216
H -4.557 2.160 3.005
```

Its total charge is 0. The value obtained for the total energy is -128426.118 eV. As for the spin multiplicity: 1. As for the highest occupied orbital energy: -7.79 eV. The calculation puts the energy above the lowest of the compared OMol25 structures with the same formula, charge and spin at 111.2 kJ/mol.